Density functional theory data (wB97M-V/def2-TZVPD) for a structure of composition C25H43DyF3O3P2S at a distorted geometry.

Element x y z (Å)
1 Dy 1.02978 -0.96622 2.76710
2 C 0.50660 0.13392 4.89428
3 C -0.70296 0.03656 4.14317
4 C 0.09466 -2.11036 4.51599
5 C 1.01535 -1.18733 5.10834
6 C -0.98286 -1.34848 3.93137
7 C 1.11866 1.39603 5.36899
8 H 0.65724 2.27074 4.89120
9 H 2.18580 1.41047 5.13984
10 H 1.00970 1.49283 6.45838
11 C 2.31832 -1.54614 5.73005
12 H 3.05321 -0.73863 5.63862
13 H 2.73574 -2.45009 5.27040
14 H 2.19292 -1.76605 6.79779
15 C 0.42083 -3.53631 4.26206
16 H 0.42847 -4.10050 5.20179
17 H 1.42453 -3.65373 3.81301
18 H -0.31417 -4.00471 3.60293
19 C -2.11596 -1.90377 3.15594
20 H -2.82399 -2.35420 3.85858
21 H -1.78769 -2.69152 2.46357
22 H -2.63848 -1.11824 2.59799
23 C -1.53505 1.17519 3.67444
24 H -2.52446 1.19050 4.16248
25 H -1.72049 1.09961 2.58890
26 H -1.07008 2.14576 3.88388
27 C 1.22492 2.64304 -0.39902
28 C 0.53744 3.33816 0.51416
29 C -0.94370 3.55176 0.64897
30 C -1.85089 2.95646 -0.45002
31 C -2.03954 1.46420 -0.34796
32 C -1.24325 0.44360 -0.70449
33 C 0.15236 0.48573 -1.26454
34 C 0.67741 1.90827 -1.57527
35 H -1.13070 4.63772 0.66240
36 H -1.56017 3.36291 -1.43437
37 H -1.31942 3.16656 1.60791
38 H -0.12277 2.50577 -2.00177
39 H 2.29454 2.47693 -0.23856
40 H 1.11103 3.83012 1.31332
41 H 1.46188 1.85009 -2.34297
42 H 0.89055 -0.02620 -0.60882
43 H -1.63373 -0.57680 -0.57968
44 H 0.12995 -0.15095 -2.18258
45 H -2.86020 3.37293 -0.27882
46 H -3.04018 1.19032 0.01925
47 P -0.29159 -0.26049 -4.42281
48 P -1.74069 -2.79161 -4.99205
49 C -0.66602 -0.52426 -6.24660
50 C -0.97402 -1.99161 -6.50496
51 H 0.19547 -0.16406 -6.82610
52 H -1.52538 0.10726 -6.50881
53 H -1.64960 -2.13335 -7.36071
54 H -0.04264 -2.54360 -6.69073
55 C -1.84609 -4.44673 -5.79275
56 H -2.37993 -5.14224 -5.13665
57 H -0.82464 -4.82283 -5.92015
58 H -2.33888 -4.40615 -6.77511
59 C -3.48840 -2.25230 -5.27854
60 H -3.77054 -2.30471 -6.33938
61 H -3.63196 -1.23018 -4.91034
62 H -4.14988 -2.90244 -4.69175
63 C 1.54521 -0.06647 -4.55240
64 H 1.97011 0.26113 -3.59262
65 H 1.80802 0.65108 -5.34427
66 H 1.97321 -1.05374 -4.78825
67 C -0.95725 1.44705 -4.42031
68 H -1.98895 1.40605 -4.79412
69 H -0.35571 2.11018 -5.05657
70 H -0.99331 1.82344 -3.39508
71 F 5.49987 2.83372 3.61300
72 C 4.33979 2.17738 3.77986
73 F 4.28490 1.76098 5.08035
74 F 3.31189 3.05118 3.58958
75 S 4.10822 0.73068 2.62631
76 O 4.26048 1.25041 1.28968
77 O 4.95350 -0.31895 3.12625
78 O 2.65367 0.43927 2.95773

Output
⟨S²⟩: 9.38
Charge: +1
Max |F|: 4.01 eV/Å
HOMO level (alpha / beta): -9.371 / -9.372 eV
M: 705.1 g mol⁻¹
Lowest unoccupied orbital energy (alpha / beta): -0.16906 / -0.17660 Eh
Spin multiplicity: 6